C7H9N3O2 in the gas phase. Source: the Open Molecules 2025 dataset; level of theory: wB97M-V/def2-TZVPD.

Geometry as XYZ:
```
21
Properties=species:S:1:pos:R:3:forces:R:3
C -1.3436 -1.1897 -0.3567 0.409 -3.095 0.013
H -1.2386 -1.8066 -1.2726 0.573 1.713 -0.740
O 2.1173 1.8143 -0.2671 1.125 1.955 -1.879
C 1.0570 -0.3721 -0.1388 -0.081 1.470 1.452
N 2.0309 -2.4114 1.0852 0.585 -1.559 0.989
H -0.7813 0.8937 -2.0409 -0.391 0.172 1.480
N 1.5840 -0.1874 -2.6267 0.228 -0.111 -1.036
H -2.3307 -0.7815 -0.3615 -0.844 -0.225 0.157
C 1.3639 -0.3652 -1.5239 0.488 -0.226 -0.270
C -0.7912 1.2031 -0.9476 0.775 -0.601 -0.300
O 1.9274 1.0120 1.7014 0.560 -0.378 -0.142
H -1.2781 -2.2070 0.1989 -0.180 2.207 0.789
H -0.2856 -0.5792 1.9989 -0.797 1.549 0.636
C -0.7641 0.3310 1.5195 -1.261 -1.011 -0.630
C -0.4453 -0.0146 0.0470 0.090 1.284 -1.409
H -1.9267 0.2482 1.5621 2.109 0.226 0.391
N 1.8834 0.9710 0.4966 -2.013 -2.487 1.566
H -1.7622 1.5213 -0.5977 -0.435 0.210 -0.379
H -0.1114 2.0916 -0.9184 -0.442 -0.906 0.426
C 1.5229 -1.5265 0.5942 -0.267 1.230 -0.936
H -0.4279 1.3550 1.8480 -0.231 -1.415 -0.181
```
Positions in Å, forces in eV/Å.

SMILES: CC(C)(C)C(C#N)(C#N)[N+](=O)[O-]
Energy (hartree): -586.69716

A 12-piece molecular cluster, C35H60N2O24S3 overall. Source: the Open Molecules 2025 dataset; level of theory: wB97M-V/def2-TZVPD.

Geometry as XYZ:
```
124
Properties=species:S:1:pos:R:3:forces:R:3
C 26.4548 -10.3684 -7.5212 -0.811 1.875 0.760
H 23.8053 -11.0480 -4.1648 -0.195 0.191 -0.325
H 20.7568 -7.4880 -2.4406 -0.174 0.213 -0.041
H 29.9105 -14.4902 -1.2227 0.839 0.463 -0.491
C 21.2533 -9.7030 -5.1282 -0.070 -1.211 0.634
C 21.2040 -10.0294 -0.3109 -1.627 -1.219 0.030
S 29.2542 -6.9914 0.6644 0.609 -0.191 0.072
C 30.3668 -5.6577 0.1945 0.954 -0.161 -0.376
H 29.8285 -4.7178 0.1104 0.039 0.054 -0.091
O 26.2247 -5.5275 -5.8266 -0.202 -0.535 -0.225
O 22.3117 -6.7550 -1.3582 0.855 0.552 -0.219
C 26.8680 -6.6366 -5.3726 -1.527 0.166 -0.265
H 26.1146 -11.1974 -2.5101 -0.061 -0.125 0.434
H 28.2442 -6.5218 -1.4934 0.260 0.038 -0.166
N 25.2767 -17.5657 -1.7370 -1.549 1.304 -0.527
H 26.2559 -1.7015 1.0609 -0.209 -0.135 0.259
C 25.0190 -10.5729 -7.9727 0.079 -1.357 -0.927
H 23.9278 -6.0886 2.0272 0.524 0.145 0.393
H 26.8076 -11.9490 2.9535 -0.086 -0.225 -0.040
H 22.6526 -13.9253 -2.1129 -0.145 -0.195 -0.238
O 19.9056 -11.1812 1.3208 0.323 0.561 -0.119
O 22.1751 -6.9002 2.7102 0.533 -0.290 0.048
N 26.6515 -4.9542 0.3381 0.940 -2.332 0.986
C 21.3942 -5.4446 -3.0806 0.751 0.110 0.285
C 29.7421 -13.5579 -0.6869 -1.969 -0.361 0.517
H 26.7393 -9.3170 -7.5613 0.161 -0.077 -0.085
H 29.7990 -11.9849 1.6389 0.221 -0.232 -0.164
H 24.1368 -5.5452 -6.2496 0.682 -0.066 -0.430
S 31.0620 -12.3905 -0.3522 -0.445 -0.587 -0.191
H 26.4389 -2.4511 -1.5049 0.071 0.077 0.114
H 24.1957 -7.7103 -5.3004 -0.191 -0.114 0.073
H 26.0060 -8.7693 0.2229 0.642 0.049 0.189
C 21.7667 -11.8319 -4.4199 0.892 1.182 0.733
O 30.1519 -8.1369 0.9932 -0.056 -0.128 0.117
H 20.9067 -10.0729 -1.3620 0.362 0.538 -0.034
H 31.1855 -5.6020 0.9159 -0.590 0.099 0.593
C 26.5825 -9.2457 3.4238 -0.931 -1.207 0.958
H 19.0046 -9.9318 -0.0236 0.131 0.290 0.196
H 21.9957 -5.2081 -3.9596 -0.311 -0.149 -0.190
H 30.6631 -10.5612 1.1248 -0.124 0.303 -0.316
C 30.0573 -11.3842 0.7589 -0.013 -0.415 0.896
O 26.9471 -8.1805 3.1239 1.270 2.248 -0.777
H 24.6087 -5.8196 4.5919 0.038 0.249 -0.270
C 22.7881 -10.8117 -3.8458 0.767 -1.311 -0.412
C 26.2517 -4.0288 -0.1694 -0.750 2.389 -0.726
O 26.0914 -7.3432 -4.5182 -0.060 -0.042 -0.576
O 27.9175 -6.9651 -5.7581 2.113 -0.461 -0.185
O 32.0247 -13.1554 0.4712 0.407 0.177 0.279
C 24.3835 -16.8525 -1.9648 1.535 -1.332 0.933
C 25.4340 -11.7258 -6.0636 0.141 3.424 -2.497
S 24.7161 -9.4654 -1.6390 0.194 -0.273 -0.468
H 24.0817 -2.7715 1.5854 -0.286 -0.049 -0.148
H 27.0625 -9.9671 -1.5047 0.081 -0.495 0.058
O 21.6753 -11.3548 -0.0262 0.217 0.523 0.362
C 19.9241 -9.9431 0.5678 0.272 -0.360 0.039
H 22.8315 -16.2804 -3.1666 0.151 0.233 -0.048
C 21.6416 -6.8758 -2.6017 -0.408 -0.610 -0.797
H 21.3612 -12.3717 -3.5706 -0.430 -0.330 -0.372
C 28.6209 -7.3975 -0.9695 -0.768 -0.358 0.197
H 24.4986 -7.9255 0.1539 -0.198 -0.098 -0.225
C 25.3385 -8.2671 -0.4547 -0.957 -0.219 0.158
H 22.7473 -4.9145 2.6958 0.064 -0.123 -0.320
O 23.5515 -7.5514 4.3473 -0.685 0.876 -0.064
O 22.3874 -9.5620 -4.4179 0.255 0.261 0.293
O 26.3160 -10.6925 -6.1247 0.837 -0.621 -0.548
H 26.7927 -12.0859 4.7247 0.212 0.119 0.168
H 27.2152 -10.9601 -8.0204 -0.157 -0.383 0.021
O 24.6355 -11.7035 -7.1423 -0.129 0.069 -0.728
O 21.3951 -12.8480 1.5931 0.278 -1.857 1.042
H 22.4153 -16.1190 -1.5266 0.426 -0.351 0.466
H 24.5166 -11.4722 3.1993 -0.332 -0.014 0.004
C 23.6029 -6.0763 4.2753 0.820 -1.735 -0.153
H 24.9665 -10.8853 -9.0187 -0.056 -0.094 0.152
O 22.1174 -9.0346 3.4706 -0.582 -1.108 -0.384
C 21.0179 -11.8938 1.0390 -0.201 1.940 -1.263
C 24.0560 -1.9091 0.9148 0.363 0.239 0.780
H 24.2755 -9.7847 -7.8459 0.451 0.262 0.405
H 28.8924 -13.0265 -1.1361 0.311 -0.013 -0.323
H 29.2958 -8.0510 -1.5195 0.498 0.518 -0.054
C 24.3726 -14.0727 -0.9255 0.308 -0.072 -1.383
O 23.3074 -5.0527 -0.2757 1.243 0.472 1.002
O 27.3318 -10.2474 3.9095 0.846 0.110 0.174
O 21.9892 -4.6686 -2.0211 -0.262 0.654 -0.634
H 24.4114 -12.9864 -0.9639 0.157 0.058 0.606
O 24.0849 -10.6087 -0.9138 0.003 0.337 0.271
C 26.5717 -11.4382 3.8854 -0.731 -0.131 -0.178
H 23.7370 -1.0445 1.5036 0.212 -0.057 0.070
C 25.4534 -1.7053 0.3234 -0.321 0.344 -0.326
C 24.7156 -6.9554 -4.7259 1.321 1.048 1.287
H 29.1046 -11.0697 0.3389 0.243 0.310 -0.406
H 22.2498 -7.3786 -3.3545 0.127 -0.268 0.400
H 24.3916 -6.8320 -3.6952 -0.881 -0.241 -0.211
H 22.8850 -10.8758 -2.7608 -0.786 0.757 0.075
C 24.8700 -5.5982 -5.4349 -1.238 0.563 0.024
C 23.2214 -5.8890 2.8270 -1.332 0.553 0.246
C 23.2558 -15.9625 -2.2043 -0.733 -0.030 -1.023
H 21.8793 -9.2184 -0.0642 0.498 -0.329 -0.116
H 24.6699 -4.6853 -4.8675 -0.052 -0.392 0.575
H 27.7604 -8.0283 -0.7580 0.001 0.110 0.050
H 23.8889 -14.4502 -0.0301 -0.037 0.155 0.142
H 20.3583 -5.1751 -3.2566 -0.025 0.132 0.280
C 22.5728 -7.9502 3.4903 0.687 1.404 0.615
H 24.0658 -14.1241 -3.1057 0.326 -0.216 0.039
H 26.5515 -9.6553 -3.1734 0.044 0.152 0.156
H 20.0250 -9.0984 1.2540 -0.408 -0.224 0.026
O 20.7901 -10.9722 -5.0119 -0.248 0.090 -0.384
H 29.3048 -13.9367 0.2503 0.486 0.372 0.209
H 25.3778 -14.4881 -1.0224 0.081 0.087 0.375
C 22.6546 -5.4440 -1.1682 -1.881 -1.207 -0.120
H 24.6638 -10.8377 4.8659 0.027 -0.184 0.119
H 25.7136 -7.3970 -0.9845 0.389 -0.053 0.036
H 25.5062 -0.7105 -0.1280 -0.030 -0.178 -0.272
C 25.7450 -2.7784 -0.7289 -0.131 -0.350 -0.520
H 22.8674 -5.6702 4.9728 -0.042 0.031 -0.187
H 22.2281 -12.4639 -5.1726 -0.228 -0.194 -0.037
O 25.2993 -12.3940 -5.1425 -0.458 -3.100 3.484
C 25.1303 -10.9048 3.8867 0.175 -0.621 -0.041
C 26.2842 -10.1591 -2.2383 0.010 1.012 -0.592
H 24.8214 -3.0767 -1.2320 -0.061 0.277 -0.100
H 30.9531 -5.9163 -0.6950 -0.630 0.038 -0.328
C 23.5963 -14.4771 -2.1873 -0.518 0.446 0.704
O 25.2933 -9.5906 3.3975 -0.526 -0.133 -0.600
H 23.2815 -2.0420 0.1622 0.169 -0.223 -0.188
O 20.7149 -8.8403 -5.7369 -0.079 0.509 -0.163
```
Positions in Å, forces in eV/Å.

Energy (hartree): -4479.38221

C3H3ClS in the gas phase. Source: the Open Molecules 2025 dataset; level of theory: wB97M-V/def2-TZVPD.

Geometry as XYZ:
```
8
Properties=species:S:1:pos:R:3:forces:R:3
Cl -3.5819 -1.0570 -0.1496 -0.675 -0.277 0.126
H 2.3763 0.6272 0.0524 -0.042 -0.505 -0.476
S 0.2002 1.3570 0.1285 0.877 -0.930 0.024
H 1.4955 -0.6656 -0.9532 -0.486 1.292 0.861
C -2.3020 -0.0530 -0.2584 7.927 2.628 4.124
H 1.4764 -0.6138 0.8679 -0.360 0.403 -0.635
C 1.4616 0.0171 -0.0481 1.001 -0.077 0.574
C -1.1261 0.3880 0.3605 -8.241 -2.534 -4.598
```
Positions in Å, forces in eV/Å.

SMILES: CSC#CCl
Energy (hartree): -974.34672